C26H60BN5O6P3SSi | ωB97M-V/def2-TZVPD

Structure (XYZ):
```
103
Properties=species:S:1:pos:R:3:forces:R:3:lowdin_charge:R:1
C -1.2249 -4.3497 -0.3581 0.19 0.74 0.13 0.07
C -1.2583 -3.0943 -0.7873 0.15 -0.49 -0.32 -0.09
C -0.5207 -1.9090 -0.1697 -0.64 -0.34 -0.01 -0.44
C -1.0650 -1.8062 1.2471 -0.17 0.10 0.30 -0.12
C -2.5729 -1.5105 1.3193 0.10 -0.21 0.22 -0.26
C -2.9353 -0.8679 2.6661 0.06 -0.71 -0.20 -0.54
S -3.0877 -2.1656 3.9447 0.22 -0.10 0.32 0.73
O 0.8887 -2.0358 -0.1176 -0.18 0.34 -0.14 -0.02
C 1.4817 -2.2488 -1.3817 0.74 -1.28 0.34 -0.45
C 2.8842 -1.6707 -1.4975 -0.45 1.11 -0.09 -0.14
C 2.9846 -0.1407 -1.4049 0.17 -0.15 -0.16 -0.12
C 3.5918 0.3216 -0.0919 -0.07 -0.79 0.25 -0.18
O 4.9847 -0.0126 -0.1195 0.33 0.80 -0.50 -0.04
C 5.8306 1.0897 -0.0755 0.07 0.76 1.97 -0.48
C 6.6242 1.2792 -1.3254 0.19 -0.44 0.20 0.02
O 5.8998 1.7928 0.9202 -0.37 -1.16 -1.90 0.12
P 1.9195 -4.1258 -1.5088 1.02 -0.70 -1.18 0.84
N 3.2192 -4.4326 -2.3276 -0.53 0.12 0.32 -0.26
N 0.6601 -1.7258 -2.4900 -1.15 -0.91 0.62 0.04
O 0.7114 -2.5551 -3.6025 0.36 0.35 -0.01 0.08
B -0.3438 -3.3852 -4.0603 -0.19 -0.44 -0.57 -0.83
O 0.0518 -4.6189 -4.4767 0.54 0.45 0.64 0.21
O -1.6464 -3.0107 -4.2616 0.07 -0.25 0.68 0.19
C -0.3673 -0.8792 -2.2715 -0.30 0.60 -0.11 -0.42
N -0.8731 -0.1837 -3.3003 0.51 0.15 -1.70 -0.28
P -0.0949 -0.0652 -4.8840 -0.35 -0.07 -1.06 0.75
N -0.9199 -0.5603 -6.0948 -0.01 0.01 0.78 -0.21
P -2.3928 0.7571 -3.1885 -0.73 0.44 2.49 1.02
C -2.2139 2.3345 -4.1062 0.06 -0.69 -1.07 -0.39
C -2.3532 2.3471 -5.6433 -0.05 0.63 0.41 -0.15
C -3.7666 -0.2217 -3.9045 0.46 0.11 -0.64 -0.39
C -5.1136 0.1978 -3.2961 0.12 -0.49 -0.27 -0.13
N -0.8486 -0.7118 -1.0090 1.74 -0.12 0.19 0.05
Si -0.4683 0.8991 -0.2041 -1.19 1.92 0.40 0.58
C 0.1381 2.2319 -1.4033 -0.10 -0.69 -0.15 -0.16
C 0.7010 0.9277 1.2528 0.20 -0.39 0.24 -0.13
C -2.1159 1.5729 0.4212 0.55 -0.45 0.07 -0.16
H -0.5822 -4.6175 0.4675 0.03 -0.22 0.14 0.09
H -1.8524 -5.1113 -0.7870 -0.02 -0.17 -0.14 0.09
H -1.9196 -2.8556 -1.6034 -0.31 0.15 -0.06 0.10
H -0.9544 -2.7848 1.7011 0.40 -0.19 0.04 0.12
H -0.4793 -1.1445 1.8787 0.02 0.31 -0.20 0.10
H -3.0766 -2.4695 1.2859 -0.27 -0.11 -0.20 0.09
H -2.9277 -0.9490 0.4614 0.04 0.36 0.00 0.09
H -2.1112 -0.2508 3.0006 -0.06 0.43 0.11 0.03
H -3.8468 -0.2929 2.6039 -0.15 0.18 0.09 0.08
H -4.3898 -2.1033 4.2435 -0.05 0.18 -0.22 -0.14
H 3.5457 -2.1155 -0.7618 0.16 -0.31 -0.02 0.13
H 3.1955 -1.9694 -2.4909 0.36 -0.38 -0.03 0.11
H 2.0298 0.3268 -1.6438 -0.12 0.17 0.27 0.08
H 3.6677 0.1845 -2.1849 0.03 0.14 -0.20 0.12
H 3.4476 1.3765 0.1115 0.03 0.17 0.05 0.12
H 3.1777 -0.2788 0.7113 -0.22 0.22 0.30 0.12
H 5.9854 1.6781 -2.1073 -0.12 0.23 -0.07 0.09
H 7.4675 1.9233 -1.1285 0.07 0.29 -0.07 0.09
H 6.9780 0.3196 -1.6876 0.04 -0.19 0.00 0.09
H 0.8288 -4.8657 -1.9763 -0.35 0.17 0.39 0.00
H 2.0814 -4.4381 -0.1469 -0.46 0.44 0.16 0.04
H 2.9974 -5.0798 -3.0747 0.24 0.07 -0.23 -0.02
H -0.5965 -5.2607 -4.1785 -0.28 -0.35 -0.62 0.12
H -2.1126 -2.6882 -3.4926 -0.20 0.41 0.01 0.06
H 0.1524 1.3189 -4.9556 0.21 -0.06 0.38 0.01
H 1.1827 -0.6376 -4.7945 0.03 0.27 0.42 0.03
H -1.8021 -0.9899 -5.8508 -0.01 -0.25 -0.39 -0.02
H -1.2773 2.7783 -3.7894 0.18 0.07 0.11 0.05
H -2.9866 2.9585 -3.6670 -0.22 -0.08 0.30 0.08
H -2.6870 1.4086 -6.0588 0.12 -0.20 -0.14 0.04
H -1.4120 2.6479 -6.0858 0.17 -0.25 -0.30 0.06
H -3.0686 3.1079 -5.9364 -0.16 0.11 -0.03 0.07
H -3.5786 -1.2684 -3.6858 0.14 -0.12 0.09 0.06
H -3.8005 -0.1346 -4.9872 -0.04 -0.12 -0.19 0.07
H -5.0151 0.7122 -2.3476 0.00 0.28 0.08 0.06
H -5.6801 0.7681 -4.0198 -0.09 0.42 0.11 0.08
H -5.6880 -0.7035 -3.1128 -0.18 -0.10 0.10 0.07
H 0.6022 1.8696 -2.3166 0.18 0.14 -0.14 0.01
H 0.8424 2.8650 -0.8743 0.27 -0.01 0.10 0.05
H -0.6965 2.8691 -1.6698 -0.22 0.02 -0.11 0.02
H 1.2280 0.0241 1.5348 0.04 -0.15 -0.10 0.03
H 0.1337 1.2346 2.1296 -0.24 -0.02 0.10 0.03
H 1.4532 1.6991 1.1250 0.10 0.13 -0.23 0.04
H -2.2613 1.3324 1.4680 -0.16 -0.09 0.16 0.00
H -2.1220 2.6565 0.3552 0.01 0.18 -0.15 0.05
H -2.9194 1.1585 -0.1725 -0.31 0.13 -0.07 0.00
C 2.9375 2.7643 6.9964 -0.03 0.07 -0.11 -0.11
C 1.6589 3.5494 6.7159 0.07 -0.06 0.11 -0.27
C 0.4134 2.9295 7.3474 -0.05 0.06 -0.05 -0.23
C 0.0671 1.5265 6.8474 0.06 -0.03 0.04 -0.22
C -0.1424 1.4183 5.3390 -0.14 -0.02 -0.05 -0.27
C -1.3121 2.2568 4.8269 0.14 -0.11 -0.08 -0.10
H 2.8946 1.7570 6.5790 0.01 -0.02 0.02 0.06
H 3.8005 3.2640 6.5552 0.03 -0.02 0.02 0.07
H 3.1135 2.6797 8.0701 -0.01 -0.04 0.01 0.08
H 1.5242 3.6546 5.6351 -0.03 0.02 0.00 0.10
H 1.7758 4.5622 7.1082 -0.02 0.02 -0.04 0.11
H -0.4367 3.5975 7.1821 -0.01 -0.01 0.01 0.10
H 0.5499 2.8846 8.4315 0.01 0.00 0.01 0.11
H -0.8410 1.1898 7.3563 -0.01 -0.01 -0.02 0.11
H 0.8526 0.8272 7.1450 0.01 0.01 0.01 0.10
H -0.3301 0.3682 5.0903 0.03 -0.02 0.01 0.10
H 0.7730 1.6994 4.8090 0.01 0.01 0.02 0.09
H -2.2427 1.9625 5.3159 -0.01 0.03 0.01 0.08
H -1.4410 2.1140 3.7497 -0.07 0.07 0.00 0.04
H -1.1564 3.3216 5.0012 -0.02 0.01 -0.01 0.07
```
Positions in Å, forces in eV/Å.

Values from the calculation:
E_HOMO: -11.3 eV
LUMO level: -3.37 eV
spin multiplicity: 1
energy: -94920.356 eV
maximum force: 2.634 eV Å⁻¹
net charge: +1
Kohn-Sham gap: 7.98 eV